ORCA calculation (ωB97M-V/def2-TZVPD) on a structure of composition C29H34IrN4P2S2.

Calculated values
- Relative energy (zero: lowest compared OMol25 entry of this formula, charge and spin): 0.000 eV
- Highest occupied orbital energy (spin up / spin down): -17.76 / -18.98 eV
- Total charge: +4
- Lowest unoccupied orbital energy (spin up / spin down): -10.2 / -14.3 eV
- Spin multiplicity: 6
- Strongest force on any atom: 0.40 eV/A

Geometry as XYZ:
```
72
C29H34IrN4P2S2, DFT ωB97M-V/def2-TZVPD
Ir 0.17 2.45 -0.71
N -1.09 3.85 -1.98
N -0.70 5.20 -1.87
C 0.22 5.59 -0.98
N 0.49 6.87 -0.87
S 1.08 4.47 0.02
H -1.06 3.58 -2.97
H -2.06 3.76 -1.66
H -1.18 5.86 -2.47
H 0.01 7.59 -1.40
H 1.22 7.18 -0.24
C 0.00 -6.33 2.52
S -0.62 -4.73 2.08
C 0.33 -4.29 0.64
C -0.09 -2.96 -0.01
C 0.23 -1.72 0.83
N -0.04 -0.45 0.11
P 0.96 0.14 -1.11
C 2.56 -0.59 -1.05
C 3.46 -0.11 -0.08
C 4.73 -0.66 0.01
C 5.11 -1.66 -0.87
C 4.23 -2.14 -1.84
C 2.95 -1.60 -1.94
C 0.26 -0.04 -2.73
C -1.09 -0.45 -2.94
C -1.56 -0.57 -4.22
C -0.74 -0.24 -5.31
C 0.58 0.22 -5.12
C 1.07 0.35 -3.85
P -0.83 0.88 0.88
C -0.16 1.07 2.52
C -0.83 0.60 3.65
C -0.25 0.75 4.90
C 0.99 1.35 5.03
C 1.67 1.81 3.91
C 1.10 1.67 2.66
C -2.56 0.51 1.00
C -3.37 1.41 1.72
C -4.73 1.19 1.80
C -5.30 0.09 1.17
C -4.51 -0.79 0.44
C -3.14 -0.58 0.35
H -0.62 -6.71 3.33
H 1.04 -6.22 2.85
H -0.04 -6.98 1.64
H 0.19 -5.12 -0.06
H 1.38 -4.30 0.94
H -1.15 -2.99 -0.26
H 0.46 -2.91 -0.95
H 1.28 -1.74 1.14
H -0.37 -1.69 1.74
H 3.16 0.68 0.60
H 5.42 -0.29 0.75
H 6.11 -2.07 -0.81
H 4.54 -2.91 -2.52
H 2.27 -1.98 -2.70
H -1.71 -0.70 -2.09
H -2.57 -0.92 -4.40
H -1.13 -0.34 -6.32
H 1.19 0.46 -5.98
H 2.08 0.72 -3.69
H -1.81 0.15 3.56
H -0.78 0.40 5.78
H 1.43 1.47 6.01
H 2.64 2.29 4.02
H 1.63 2.05 1.79
H -2.93 2.26 2.23
H -5.35 1.87 2.37
H -6.37 -0.07 1.23
H -4.96 -1.64 -0.05
H -2.53 -1.27 -0.21
```

Computed Löwdin charges, given in elementary charges:
1. Ir 0.816
2. N -0.064
3. N -0.025
4. C -0.733
5. N 0.187
6. S 0.678
7. H 0.129
8. H 0.129
9. H 0.188
10. H 0.159
11. H 0.143
12. C -0.275
13. S 1.196
14. C -0.399
15. C -0.223
16. C -0.218
17. N -0.405
18. P 0.857
19. C -0.367
20. C -0.076
21. C -0.026
22. C -0.004
23. C -0.026
24. C -0.076
25. C -0.348
26. C -0.062
27. C -0.013
28. C 0.040
29. C -0.013
30. C -0.064
31. P 0.864
32. C -0.372
33. C -0.068
34. C -0.026
35. C -0.013
36. C -0.035
37. C -0.121
38. C -0.379
39. C -0.089
40. C -0.027
41. C -0.017
42. C -0.040
43. C -0.093
44. H 0.077
45. H 0.095
46. H 0.091
47. H 0.121
48. H 0.123
49. H 0.110
50. H 0.114
51. H 0.126
52. H 0.114
53. H 0.095
54. H 0.130
55. H 0.134
56. H 0.130
57. H 0.114
58. H 0.085
59. H 0.133
60. H 0.140
61. H 0.137
62. H 0.127
63. H 0.112
64. H 0.129
65. H 0.132
66. H 0.126
67. H 0.046
68. H 0.120
69. H 0.130
70. H 0.132
71. H 0.123
72. H 0.067


ORCA calculation (ωB97M-V/def2-TZVPD) on a structure of composition C29H34IrN9O3.

Calculated values
- Relative energy (zero: lowest compared OMol25 entry of this formula, charge and spin): 1.766 eV
- Highest occupied orbital energy (spin up / spin down): -12.06 / -13.48 eV
- Total charge: +2
- Lowest unoccupied orbital energy (spin up / spin down): -5.4 / -7.5 eV
- Spin multiplicity: 5
- Strongest force on any atom: 0.52 eV/A

Geometry as XYZ:
```
76
C29H34IrN9O3, DFT ωB97M-V/def2-TZVPD
Ir -0.61 -0.35 -0.65
C -0.04 4.13 -1.64
C -0.55 2.99 -1.00
N 0.10 1.85 -0.96
C 1.33 1.76 -1.55
C 1.91 2.85 -2.23
C 1.17 4.06 -2.26
C 3.17 2.68 -2.85
C 3.80 1.47 -2.79
C 3.23 0.38 -2.10
C 2.02 0.51 -1.46
N 1.34 -0.46 -0.71
C 1.91 -1.37 0.16
C 3.20 -1.72 0.34
C 3.56 -2.67 1.36
C 2.65 -3.13 2.28
C 1.32 -2.70 2.24
C 0.45 -2.77 3.34
C -0.71 -2.03 3.35
C -0.97 -1.13 2.28
N -0.23 -1.06 1.22
C 0.83 -2.05 0.99
H -0.62 5.05 -1.64
H -1.51 3.01 -0.50
H 1.59 4.92 -2.77
H 3.62 3.51 -3.37
H 4.75 1.33 -3.28
H 3.74 -0.57 -2.11
H 3.99 -1.28 -0.24
H 4.60 -2.96 1.44
H 2.99 -3.74 3.12
H 0.74 -3.34 4.21
H -1.36 -2.03 4.21
H -1.80 -0.44 2.34
N -1.09 -0.09 -2.72
C -2.51 0.31 -2.86
C -3.13 0.07 -4.25
C -2.84 -1.27 -4.97
C -3.76 -2.44 -4.61
N -3.85 -2.75 -3.18
C -2.88 -3.22 -2.43
N -3.02 -3.26 -1.11
N -1.73 -3.65 -2.97
C -3.31 -0.25 -1.67
O -4.50 -0.49 -1.77
O -2.61 -0.49 -0.60
H -0.48 0.57 -3.21
H -0.93 -0.99 -3.16
H -2.53 1.39 -2.69
H -2.78 0.87 -4.91
H -4.21 0.21 -4.15
H -1.80 -1.56 -4.87
H -2.98 -1.10 -6.04
H -3.47 -3.34 -5.16
H -4.78 -2.22 -4.93
H -4.61 -2.29 -2.69
H -3.76 -2.70 -0.69
H -2.19 -3.35 -0.54
H -1.67 -3.83 -3.96
H -1.01 -4.05 -2.36
N 0.19 -2.99 0.01
C 0.42 -4.19 -0.30
N 0.84 -5.31 0.27
C 0.42 -5.75 1.61
C -0.60 -6.88 1.47
O -0.09 -7.94 0.70
C 0.22 -7.51 -0.61
C 1.29 -6.43 -0.58
H 0.00 -4.91 2.15
H 1.31 -6.11 2.14
H -1.52 -6.48 1.02
H -0.84 -7.28 2.45
H -0.68 -7.13 -1.11
H 0.58 -8.38 -1.15
H 1.52 -6.05 -1.57
H 2.20 -6.83 -0.13
```

Computed Löwdin charges, given in elementary charges:
1. Ir 1.462
2. C -0.018
3. C -0.098
4. N 0.003
5. C -0.177
6. C -0.140
7. C 0.028
8. C -0.004
9. C -0.037
10. C 0.007
11. C -0.203
12. N -0.093
13. C -0.182
14. C 0.009
15. C -0.006
16. C -0.019
17. C -0.153
18. C -0.019
19. C -0.011
20. C -0.082
21. N -0.076
22. C -0.365
23. H 0.121
24. H 0.127
25. H 0.134
26. H 0.128
27. H 0.121
28. H 0.112
29. H 0.101
30. H 0.122
31. H 0.132
32. H 0.137
33. H 0.118
34. H 0.133
35. N -0.022
36. C -0.244
37. C -0.109
38. C -0.161
39. C -0.135
40. N 0.109
41. C -0.444
42. N 0.223
43. N 0.223
44. C -0.596
45. O 0.081
46. O -0.218
47. H 0.118
48. H 0.079
49. H 0.153
50. H 0.124
51. H 0.131
52. H 0.093
53. H 0.127
54. H 0.127
55. H 0.140
56. H 0.140
57. H 0.124
58. H 0.085
59. H 0.120
60. H 0.093
61. N 0.109
62. C -0.102
63. N -0.070
64. C -0.094
65. C -0.175
66. O -0.103
67. C -0.181
68. C -0.108
69. H 0.105
70. H 0.142
71. H 0.131
72. H 0.140
73. H 0.126
74. H 0.139
75. H 0.126
76. H 0.139


ORCA calculation (ωB97M-V/def2-TZVPD) on a cluster of 2 separate species, C29H34N2O2 in total.

Calculated values
- Relative energy (zero: lowest compared OMol25 entry of this formula, charge and spin): 3.358 eV
- Highest occupied orbital energy: -7.11 eV
- Total charge: 0
- Lowest unoccupied orbital energy: -1.3 eV
- Spin multiplicity: 1
- Strongest force on any atom: 3.54 eV/A

Geometry as XYZ:
```
67
C29H34N2O2, DFT ωB97M-V/def2-TZVPD
C 3.30 -0.64 2.91
C 2.48 -1.53 3.82
C 1.00 -1.52 3.47
N 0.43 -0.21 3.17
C -0.96 -0.16 3.05
C -1.63 0.10 1.89
C -3.07 -0.24 1.74
C -3.92 -0.10 3.03
C -3.24 -0.77 4.21
C -1.72 -0.51 4.33
C 1.24 0.61 2.29
C 2.67 0.74 2.83
H 4.32 -0.56 3.29
H 3.35 -1.08 1.90
H 2.83 -2.56 3.73
H 2.61 -1.22 4.86
H 0.85 -2.19 2.59
H 0.45 -1.96 4.30
H -1.12 0.40 0.98
H -3.54 0.34 0.93
H -3.16 -1.30 1.46
H -4.07 0.97 3.25
H -4.91 -0.55 2.88
H -3.72 -0.44 5.14
H -3.41 -1.85 4.14
H -1.28 -1.39 4.82
H -1.59 0.32 5.05
H 1.30 0.16 1.28
H 0.80 1.61 2.21
H 2.65 1.20 3.83
H 3.25 1.37 2.15
O 4.06 -0.26 -0.34
C 3.52 -1.37 -0.61
O 2.93 -2.21 0.14
C 3.40 -1.73 -2.11
C 3.34 -3.25 -2.33
C 1.88 -3.52 -2.43
C 1.16 -2.30 -2.42
C -0.23 -2.29 -2.36
C -0.91 -3.51 -2.47
C -0.19 -4.71 -2.58
C 1.20 -4.73 -2.47
N 2.06 -1.24 -2.39
C 1.78 0.06 -2.48
C 0.45 0.50 -2.70
C -0.25 1.21 -1.73
C -1.52 1.85 -1.99
C -1.94 2.92 -1.17
C -3.12 3.60 -1.46
C -3.92 3.22 -2.56
C -3.50 2.16 -3.38
C -2.31 1.48 -3.11
H 4.14 -1.18 -2.70
H 3.89 -3.51 -3.24
H 3.78 -3.79 -1.48
H -0.77 -1.36 -2.22
H -2.00 -3.52 -2.47
H -0.73 -5.65 -2.71
H 1.78 -5.66 -2.40
H 2.63 0.73 -2.47
H 0.01 0.28 -3.68
H 0.25 1.39 -0.79
H -1.29 3.23 -0.35
H -3.41 4.46 -0.86
H -4.85 3.74 -2.78
H -4.08 1.88 -4.26
H -1.95 0.71 -3.79
```

Computed natural (NBO) charges, given in elementary charges:
1. C -0.418
2. C -0.402
3. C -0.203
4. N -0.474
5. C 0.241
6. C -0.296
7. C -0.428
8. C -0.384
9. C -0.393
10. C -0.448
11. C -0.208
12. C -0.401
13. H 0.197
14. H 0.259
15. H 0.211
16. H 0.186
17. H 0.175
18. H 0.193
19. H 0.196
20. H 0.203
21. H 0.195
22. H 0.193
23. H 0.202
24. H 0.206
25. H 0.192
26. H 0.213
27. H 0.215
28. H 0.165
29. H 0.195
30. H 0.189
31. H 0.217
32. O -0.723
33. C 0.745
34. O -0.745
35. C -0.155
36. C -0.431
37. C 0.020
38. C 0.162
39. C -0.211
40. C -0.216
41. C -0.173
42. C -0.194
43. N -0.230
44. C 0.212
45. C -0.325
46. C -0.112
47. C -0.114
48. C -0.183
49. C -0.194
50. C -0.200
51. C -0.227
52. C -0.133
53. H 0.232
54. H 0.224
55. H 0.271
56. H 0.237
57. H 0.226
58. H 0.222
59. H 0.226
60. H 0.249
61. H 0.239
62. H 0.232
63. H 0.224
64. H 0.221
65. H 0.221
66. H 0.218
67. H 0.196